Record 1
{
  "formula": "C12H31Cl2O2P2Sc",
  "method": "ωB97M-V with the def2-TZVPD basis set",
  "homo_ev": [-16.03, -16.01],
  "charge": 2,
  "elements": ["C", "C", "H", "H", "H", "O", "Cl", "Sc", "P", "C", "C", "H", "H", "H", "H", "H", "H", "C", "H", "H", "H", "P", "C", "C", "H", "H", "H", "C", "H", "H", "H", "H", "H", "H", "Cl", "C", "C", "O", "C", "C", "H", "H", "H", "H", "H", "H", "H", "H", "H", "H"],
  "xyz": [[-3.102, 2.448, -1.215], [-1.935, 1.779, -0.576], [-3.617, 3.302, -0.745], [-3.863, 1.700, -1.406], [-2.805, 2.768, -2.215], [-1.187, 2.207, 0.284], [-1.841, -1.079, -2.742], [-0.565, 0.006, -1.172], [-1.967, -1.506, 0.582], [-1.888, -1.759, 2.403], [-3.743, -1.110, 0.415], [-4.315, -1.850, 0.985], [-2.741, -3.839, 0.582], [-4.034, -1.134, -0.640], [-2.144, -3.329, -1.035], [-2.166, -0.831, 2.918], [-3.936, -0.108, 0.812], [-1.961, -3.273, 0.047], [-2.585, -2.557, 2.700], [-0.980, -3.726, 0.256], [-0.875, -2.041, 2.714], [1.669, 1.856, -1.201], [2.440, 2.890, 0.104], [3.203, 1.469, -2.137], [0.533, 2.727, -3.152], [1.807, 3.840, -2.528], [0.208, 3.737, -1.703], [0.978, 3.174, -2.251], [2.931, 0.826, -2.982], [3.694, 2.384, -2.488], [3.200, 3.528, -0.371], [2.918, 2.251, 0.858], [3.881, 0.898, -1.491], [1.679, 3.517, 0.586], [1.316, -0.899, -2.418], [1.860, -3.174, -0.326], [1.651, -2.328, 0.918], [1.039, -1.024, 0.741], [1.540, -0.227, 1.848], [0.645, 0.907, 2.292], [0.939, -3.506, -0.819], [2.379, -4.074, 0.035], [2.527, -2.705, -1.051], [1.033, -2.879, 1.653], [2.656, -2.152, 1.343], [1.693, -0.882, 2.721], [2.527, 0.141, 1.530], [-0.245, 0.540, 2.804], [1.207, 1.502, 3.026], [0.342, 1.594, 1.506]],
  "nbo_charge": [-0.755, 0.422, 0.301, 0.291, 0.300, -0.360, -0.417, 1.318, 0.805, -0.920, -0.936, 0.264, 0.262, 0.260, 0.263, 0.249, 0.233, -0.916, 0.266, 0.247, 0.245, 1.050, -0.928, -0.932, 0.263, 0.289, 0.254, -0.948, 0.265, 0.262, 0.283, 0.263, 0.265, 0.261, -0.186, -0.641, -0.069, -0.610, -0.072, -0.650, 0.213, 0.254, 0.224, 0.187, 0.202, 0.213, 0.178, 0.228, 0.256, 0.203]
}

Record 2
{
  "formula": "C19H18BFN4O3",
  "method": "ωB97M-V with the def2-TZVPD basis set",
  "e_above_lowest_kcal_mol": 40.3,
  "homo_ev": -8.17,
  "charge": 0,
  "smiles": "CN(Cc1ccc(B(O)O)cc1)c1ncc(C(=O)Nc2ccc(F)cc2)cn1",
  "elements": ["O", "F", "N", "N", "O", "O", "B", "C", "C", "C", "C", "C", "C", "C", "C", "C", "C", "C", "C", "C", "C", "C", "C", "C", "N", "N", "C", "C", "H", "H", "H", "H", "H", "H", "H", "H", "H", "H", "H", "H", "H", "H", "H", "H", "H", "H"],
  "xyz": [[-0.083, -0.809, -4.842], [4.101, 2.076, -8.817], [-1.261, -1.142, -0.998], [-0.199, 0.898, -0.453], [-0.980, -3.040, 7.880], [-1.199, -0.813, 8.728], [-1.027, -1.689, 7.608], [0.371, -0.072, -3.984], [-0.984, -0.156, -0.146], [-1.033, -1.019, -2.259], [0.342, 0.866, -1.655], [3.942, 2.284, -6.501], [2.214, 1.086, -7.778], [-2.214, -0.426, 5.766], [0.052, -0.925, 5.297], [3.306, 1.878, -5.402], [1.605, 0.762, -6.582], [-2.361, 0.078, 4.493], [-0.064, -0.438, 4.022], [3.364, 1.860, -7.719], [-0.996, -0.994, 6.161], [-0.116, -0.044, -2.632], [2.203, 1.042, -5.345], [-1.266, 0.189, 3.647], [1.561, 0.626, -4.199], [-1.400, -0.324, 1.189], [-2.201, -1.443, 1.527], [-1.309, 0.743, 2.201], [-1.135, -3.154, 8.904], [-1.468, -0.034, 8.372], [-1.428, -1.685, -3.025], [1.025, 1.670, -1.939], [4.784, 2.914, -6.529], [1.930, 0.555, -8.661], [-2.900, -0.200, 6.532], [0.898, -1.628, 5.457], [3.587, 2.192, -4.389], [0.681, 0.151, -6.641], [-3.310, 0.352, 4.113], [0.722, -0.517, 3.222], [2.043, 0.865, -3.346], [-2.116, -1.754, 2.561], [-1.832, -2.273, 0.852], [-3.259, -1.310, 1.297], [-0.436, 1.405, 1.901], [-2.153, 1.395, 2.114]],
  "nbo_charge": [-0.599, -0.327, -0.506, -0.493, -0.882, -0.885, 1.119, 0.674, 0.585, 0.171, 0.124, -0.278, -0.288, -0.197, -0.184, -0.208, -0.200, -0.206, -0.197, 0.390, -0.374, -0.308, 0.123, -0.020, -0.602, -0.401, -0.426, -0.242, 0.505, 0.476, 0.229, 0.194, 0.233, 0.233, 0.206, 0.214, 0.196, 0.251, 0.212, 0.224, 0.386, 0.217, 0.240, 0.186, 0.247, 0.191]
}

Record 3
{
  "formula": "C2H4IO3P",
  "method": "ωB97M-V with the def2-TZVPD basis set",
  "e_above_lowest_kcal_mol": 75.5,
  "homo_ev": 0.28,
  "charge": -2,
  "smiles": "C[C@H]([O-])[P@](=O)([O-])I",
  "elements": ["C", "C", "O", "O", "O", "P", "I", "H", "H", "H", "H"],
  "xyz": [[0.019, 0.160, 0.319], [0.035, -1.132, -0.552], [-0.597, -2.226, -0.290], [2.338, -2.542, -1.360], [2.487, -1.691, 1.025], [1.941, -1.519, -0.351], [3.540, 0.618, -1.145], [-1.090, 0.343, 0.580], [0.494, 0.050, 1.209], [0.446, 0.907, -0.199], [-0.135, -0.866, -1.792]],
  "nbo_charge": [-0.668, -0.030, -0.844, -1.165, -1.167, 1.986, -0.729, 0.146, 0.207, 0.206, 0.059]
}

Record 4
{
  "formula": "C2H16NaO8",
  "method": "ωB97M-V with the def2-TZVPD basis set",
  "e_above_lowest_kcal_mol": 28.8,
  "homo_ev": -0.85,
  "charge": -1,
  "elements": ["Na", "O", "C", "C", "O", "H", "H", "H", "H", "O", "H", "H", "O", "H", "H", "O", "H", "H", "O", "H", "H", "O", "H", "H", "O", "H", "H"],
  "xyz": [[0.066, 0.075, -0.519], [-0.323, -0.276, 4.285], [-1.147, -0.817, 3.322], [-0.797, -0.389, 1.911], [-1.624, -0.900, 0.868], [-2.068, -0.528, 3.696], [-0.913, -1.875, 3.444], [0.209, -0.643, 1.542], [-0.906, 0.671, 1.785], [2.670, -0.693, 0.368], [3.115, -1.014, -0.429], [2.570, 0.228, 0.193], [-1.366, -0.240, -2.500], [-1.505, -1.176, -2.530], [-2.123, 0.034, -3.036], [-1.542, 2.050, -0.703], [-2.310, 1.524, -0.575], [-1.542, 2.245, -1.640], [1.365, 0.684, -2.397], [1.284, 0.077, -3.119], [1.461, 1.520, -2.896], [1.404, 1.795, 0.451], [2.091, 2.458, 0.409], [1.002, 1.878, 1.341], [0.478, -1.940, -1.310], [0.911, -2.546, -0.703], [-0.448, -2.191, -1.262]],
  "nbo_charge": [0.868, -1.019, -0.093, -0.082, -1.090, 0.126, 0.097, 0.079, 0.078, -0.933, 0.449, 0.480, -0.928, 0.470, 0.466, -0.931, 0.493, 0.448, -0.930, 0.478, 0.467, -0.985, 0.471, 0.516, -0.975, 0.496, 0.484]
}

Computed calculated total energy, in the same sequence as the records: -81349.829 -35493.375 -25671.434 -23127.818 eV.
Computed F_max, in the same sequence as the records: 3.94 4.88 6.20 3.97 eV/Å.